Computed, not measured: a molecular structure, C34H44IrN3OS4Sb, with ωB97M-V with the def2-TZVPD basis set.

## Properties
spin multiplicity: 5
E_LUMO (alpha / beta): -0.071 / -0.127 Eh
HOMO (alpha / beta): -7.99 / -10.26 eV
orbital gap (alpha / beta): 6.056 / 6.800 eV
total charge: +1
⟨S²⟩: 6.022
energy above the lowest of the compared OMol25 structures with the same formula, charge and spin: 0.0 kcal per mole

Each line ends with the Löwdin charge.
CARTESIAN COORDINATES (ANGSTROEM)
Ir: -1.54073 -1.66858 -0.06086  0.6335
C: -4.33496 -3.48570 0.59933  -0.4975
C: -4.91081 -2.86026 -0.67466  -0.4844
S: -3.86530 -1.63570 -1.51033  0.8648
C: -3.41636 -2.50034 -3.04832  -0.4766
C: -1.92513 -2.49029 -3.36615  -0.5029
S: -0.79384 -3.04971 -2.07828  0.8035
C: -1.27125 -4.75642 -1.74117  -0.4839
C: -2.51748 -4.98801 -0.88792  -0.4773
S: -2.58821 -3.93183 0.58266  0.8467
H: -4.92018 -4.37029 0.85665  0.0903
H: -4.40455 -2.79360 1.43782  0.0633
H: -5.83870 -2.35226 -0.41184  0.0840
H: -5.17922 -3.62210 -1.40480  0.0713
H: -3.92943 -1.99240 -3.86521  0.0847
H: -3.80584 -3.51551 -3.01038  0.0668
H: -1.58855 -1.46729 -3.54751  0.0660
H: -1.74447 -3.06609 -4.27557  0.0897
H: -0.39169 -5.16834 -1.24308  0.0788
H: -1.36607 -5.27774 -2.69508  0.0935
H: -2.52240 -6.02772 -0.56066  0.0874
H: -3.41898 -4.82774 -1.47150  0.0550
C: -3.78826 0.16130 1.90975  -0.0671
C: -2.94498 1.11727 1.06470  -0.6803
C: -2.47085 2.27606 1.95128  -0.0591
C: -3.80956 1.69989 -0.05157  -0.0975
C: -1.67967 0.37814 0.56682  -0.7504
H: -4.55814 0.71371 2.45502  0.0913
H: -3.17131 -0.38017 2.63191  0.0864
H: -4.28432 -0.57479 1.27172  0.0450
H: -3.31987 2.86528 2.30786  0.0897
H: -1.80952 2.94277 1.39229  0.0672
H: -1.92658 1.90383 2.82441  0.0903
H: -4.65232 2.23808 0.38935  0.0907
H: -4.21254 0.92948 -0.70951  0.0304
H: -3.24839 2.40630 -0.66617  0.0636
H: -0.87955 0.49015 1.30302  0.0139
C: 1.18967 -3.51131 4.09638  0.0077
N: 1.52549 -3.04480 2.74820  -0.0366
C: 2.74021 -3.26456 2.19649  -0.0473
C: 3.04632 -2.85889 0.95041  -0.0005
C: 2.01267 -2.16314 0.23791  -0.4135
N: 0.81773 -1.95753 0.75226  0.0978
C: 0.51669 -2.40979 2.01769  -0.5245
O: -0.59460 -2.27821 2.50030  -0.0061
N: 2.26146 -1.63860 -0.97573  0.1783
H: 2.11407 -3.75134 4.61496  0.0930
H: 0.54889 -4.38942 4.04762  0.1025
H: 0.65807 -2.72429 4.62190  0.0983
H: 3.45373 -3.78258 2.82492  0.1386
H: 4.02682 -3.02178 0.53072  0.1163
H: 3.08928 -1.89584 -1.48437  0.1224
H: 1.47221 -1.30313 -1.50794  0.0473
S: -1.06996 0.75755 -1.08203  0.4970
Sb: 1.39999 1.68296 -0.24591  1.5039
C: 2.95624 1.82128 1.22496  -0.3563
C: 3.23916 0.71418 2.02232  -0.1321
C: 4.23182 0.77950 2.99240  -0.0826
C: 4.94697 1.95403 3.17460  -0.0777
C: 4.66329 3.06616 2.39245  -0.0718
C: 3.66835 3.00539 1.42500  -0.1306
C: 2.45938 1.72990 -2.07375  -0.3860
C: 3.68576 2.38037 -2.20571  -0.1052
C: 4.32572 2.41713 -3.43754  -0.0720
C: 3.74834 1.80759 -4.54464  -0.0776
C: 2.52802 1.15918 -4.42226  -0.0819
C: 1.88689 1.12025 -3.18939  -0.1611
C: 0.80329 3.70832 -0.14260  -0.3870
C: 0.61204 4.45797 -1.30140  -0.1151
C: 0.18364 5.77733 -1.21711  -0.0756
C: -0.05852 6.35242 0.02309  -0.0763
C: 0.12779 5.61022 1.18191  -0.0766
C: 0.55614 4.29255 1.09875  -0.1535
H: 2.67555 -0.20449 1.89690  0.0652
H: 4.44268 -0.08371 3.61153  0.1018
H: 5.71932 2.00758 3.93115  0.1072
H: 5.21381 3.98643 2.54015  0.1088
H: 3.43957 3.89021 0.84227  0.0994
H: 4.15357 2.85602 -1.35168  0.0927
H: 5.27604 2.92631 -3.53455  0.1086
H: 4.24928 1.84140 -5.50361  0.1073
H: 2.07273 0.69043 -5.28559  0.1051
H: 0.92056 0.62955 -3.10837  0.0544
H: 0.79876 4.02145 -2.27644  0.0979
H: 0.04265 6.35685 -2.12079  0.1066
H: -0.39202 7.38013 0.08735  0.1064
H: -0.06053 6.05622 2.15027  0.1080
H: 0.70498 3.72717 2.01246  0.1039